(1)
Molecular formula: C66H84N8O34S4
Method: DFT, ωB97M-V/def2-TZVPD

gap between HOMO and LUMO = 7.7 eV
E_HOMO = -9.26 eV
charge = 0
electronic energy = -7153.2385 hartree

Geometry (Å):
C1 2.9387 -3.0354 3.9647
O1 1.7804 -3.0695 4.6961
C2 0.5336 -3.3845 4.0795
O2 -0.4913 -3.5703 4.7454
O3 0.5683 -3.6866 2.7100
C3 -0.6495 -4.1413 2.0673
H1 2.8477 -2.3484 3.1233
H2 3.3194 -3.9763 3.5672
H3 3.7829 -2.6606 4.5434
H4 -1.5617 -3.8536 2.5901
H5 -0.6231 -5.2207 2.2165
H6 -0.6250 -3.7387 1.0547
C4 -7.9447 -0.9680 2.1688
O4 -6.7318 -1.6881 1.9909
C5 -6.1056 -1.9809 0.8573
O5 -6.6109 -1.8167 -0.2686
O6 -5.0111 -2.7357 1.1553
C6 -4.4530 -2.7777 2.5075
H7 -7.6691 0.0766 2.3137
H8 -8.4968 -1.4043 3.0013
H9 -8.4667 -1.0996 1.2211
H10 -3.5188 -3.3379 2.4681
H11 -5.1722 -3.3586 3.0849
H12 -4.3100 -1.7655 2.8857
C7 -3.1602 1.4854 -1.6750
C8 -2.7418 2.3039 -2.6953
C9 -2.4246 1.8073 -3.9358
C10 -2.6255 0.5015 -4.2984
C11 -3.2119 -0.2893 -3.2913
C12 -3.5312 0.1764 -2.0015
N1 -2.2099 -0.0002 -5.7034
O7 -2.6978 -1.0726 -6.0376
O8 -1.5520 0.7536 -6.3885
H13 -3.4959 1.8707 -0.7235
H14 -2.6820 3.3416 -2.4020
H15 -1.9613 2.4218 -4.6934
H16 -3.3420 -1.3526 -3.4282
H17 -3.6942 -0.6077 -1.2771
C13 -0.5320 0.4164 6.5964
C14 0.5684 -0.4245 7.0467
C15 1.8874 0.0901 7.3530
C16 2.0028 1.4711 7.3406
C17 0.9878 2.2946 6.8928
C18 -0.2765 1.7727 6.4844
N2 3.3267 2.1049 7.6477
O9 4.3428 1.4100 7.4518
O10 3.2992 3.2406 8.1221
H18 -1.4442 -0.1082 6.3530
H19 0.3080 -1.4707 7.1109
H20 2.6284 -0.6136 7.7026
H21 1.1741 3.3465 6.7341
H22 -1.0306 2.4454 6.1031
C19 2.0052 -1.3586 -6.5359
C20 1.3667 -0.2826 -5.9693
C21 1.9279 0.9547 -6.0748
C22 3.1566 1.1402 -6.8128
C23 3.7332 -0.0367 -7.3529
C24 3.1445 -1.2618 -7.2571
N3 3.8320 2.4635 -6.8938
O11 3.7215 3.1363 -5.7920
O12 4.5822 2.6871 -7.8581
H23 1.6483 -2.3367 -6.2487
H24 0.5164 -0.3560 -5.3075
H25 1.5083 1.7803 -5.5193
H26 4.7328 -0.0315 -7.7617
H27 3.5276 -2.1964 -7.6393
C25 5.0832 1.6312 -2.8056
C26 5.8388 1.8687 -1.6580
C27 6.7977 0.9176 -1.2668
C28 6.7446 -0.4226 -1.8732
C29 5.8862 -0.6789 -2.9577
C30 5.1138 0.3667 -3.4380
N4 7.7034 -1.4756 -1.3256
O13 8.3502 -1.2362 -0.2819
O14 7.6794 -2.5616 -1.9438
H28 4.4575 2.4091 -3.2178
H29 5.7281 2.7441 -1.0352
H30 7.3011 1.0406 -0.3192
H31 5.8929 -1.6150 -3.4965
H32 4.6645 0.1094 -4.3858
C31 -5.9876 4.6957 2.2903
C32 -4.8739 5.1228 2.9142
C33 -3.9841 4.1275 3.4286
C34 -4.2296 2.7736 3.3059
C35 -5.4632 2.3875 2.7297
C36 -6.2881 3.3464 2.1997
N5 -3.1516 1.8081 3.6323
O15 -1.9694 2.1868 3.8233
O16 -3.5640 0.6728 3.8347
H33 -6.5873 5.5200 1.9334
H34 -4.7190 6.1674 3.1405
H35 -3.0955 4.4740 3.9352
H36 -5.7477 1.3632 2.5398
H37 -7.2547 3.1863 1.7452
C37 -5.5014 -4.9741 -3.7340
C38 -5.2226 -4.4221 -2.4699
C39 -3.8780 -4.2083 -2.1450
C40 -2.9336 -4.3548 -3.1471
C41 -3.1863 -4.9708 -4.3409
C42 -4.4960 -5.3456 -4.6205
N6 -1.5263 -4.1033 -2.8989
O17 -0.8778 -4.3931 -1.8536
O18 -0.9132 -3.7595 -3.8728
H38 -6.5246 -5.2773 -3.8994
H39 -6.0043 -3.9911 -1.8619
H40 -3.5305 -3.8418 -1.1903
H41 -2.4473 -5.2929 -5.0596
H42 -4.8646 -5.8146 -5.5209
C43 -0.2098 5.1312 -0.0551
C44 -0.6726 4.1914 0.9014
C45 0.2676 3.7287 1.8775
C46 1.5870 3.9660 1.7312
C47 2.0386 4.9386 0.7960
C48 1.1345 5.4935 -0.0403
N7 2.5414 3.4193 2.8160
O19 3.2120 4.2203 3.4735
O20 2.6021 2.1903 3.0670
H43 -0.8608 5.4978 -0.8350
H44 -1.7155 3.9374 1.0207
H45 -0.1713 3.2623 2.7471
H46 3.0847 5.1984 0.7291
H47 1.4974 6.2364 -0.7352
C49 -4.2469 -3.2091 5.6747
C50 -5.0739 -2.0760 5.4813
C51 -6.4486 -2.1423 5.7284
C52 -6.8632 -3.2202 6.4960
C53 -5.9707 -4.3030 6.6860
C54 -4.6989 -4.3359 6.2677
N8 -8.2780 -3.2783 6.9329
O21 -8.7937 -2.2936 7.5164
O22 -8.8371 -4.3792 6.8606
H48 -3.1979 -3.1565 5.4234
H49 -4.7668 -1.1359 5.0474
H50 -7.0994 -1.2912 5.5926
H51 -6.3578 -5.1293 7.2637
H52 -4.0281 -5.1313 6.5574
O23 -1.5409 1.2425 0.9364
S1 -1.2012 -0.1471 1.2259
O24 -2.2193 -1.1611 1.2426
O25 0.0460 -0.5059 0.2243
C55 0.0825 0.1907 -1.0398
C56 1.0381 1.4286 -0.8364
C57 -0.1599 -0.2260 2.7622
H53 -0.8772 0.4870 -1.4632
H54 0.5354 -0.4358 -1.8083
H55 2.0635 1.0608 -0.8759
H56 0.8364 1.6663 0.2081
H57 1.0263 2.2492 -1.5537
H58 0.3083 -1.2073 2.6857
H59 -0.8975 -0.3738 3.5509
H60 0.4167 0.6925 2.8722
O26 8.1616 1.6306 2.0037
S2 6.7084 1.5950 2.1229
O27 5.9233 2.6743 1.5688
O28 6.1398 0.1332 1.5951
C58 4.7612 -0.1635 1.6565
C59 4.0237 -0.7690 0.5033
C60 6.4171 1.4189 3.9918
H61 4.3355 0.8206 1.8526
H62 4.5217 -0.7516 2.5424
H63 2.9828 -0.6681 0.8106
H64 4.2484 -1.8104 0.2730
H65 4.0344 -0.0686 -0.3319
H66 7.2715 1.8099 4.5441
H67 6.4772 0.3450 4.1689
H68 5.5043 1.8761 4.3738
O29 -0.0017 5.9930 -2.8541
S3 0.2090 5.5218 -4.2418
O30 -0.2347 4.1797 -4.6528
O31 -0.3800 6.6389 -5.3791
C61 0.2241 7.9674 -5.4209
C62 -0.7099 8.9260 -6.1788
C63 1.9800 5.4286 -4.4972
H69 1.2538 8.0198 -5.7745
H70 0.2538 8.3804 -4.4126
H71 -1.6248 9.1185 -5.6185
H72 -1.0309 8.6867 -7.1926
H73 -0.3416 9.9502 -6.2372
H74 2.3869 4.6522 -3.8492
H75 2.4602 6.3047 -4.0613
H76 2.2412 5.1446 -5.5166
O32 3.9034 -3.1146 -2.2444
S4 3.8087 -4.1960 -3.2419
O33 4.4361 -3.9689 -4.5740
O34 4.6159 -5.4935 -2.4779
C64 5.4299 -6.3283 -3.2554
C65 4.6105 -7.5038 -3.9743
C66 2.0165 -4.8720 -3.5963
H77 6.2588 -6.7190 -2.6652
H78 6.0384 -5.8002 -3.9895
H79 3.9227 -7.2558 -4.7827
H80 3.9830 -8.1819 -3.3960
H81 5.3569 -8.0666 -4.5349
H82 1.5396 -5.3935 -2.7664
H83 2.2038 -5.6175 -4.3691
H84 1.4837 -4.0183 -4.0150

Results of the Mulliken charge analysis, in e, for atoms 1 through 8:
1 C -0.27
2 O -0.28
3 C 0.81
4 O -0.61
5 O -0.29
6 C -0.18
7 H -0.15
8 H 0.35

---

(2)
Molecular formula: C45H30CaI2N9O3S
Method: DFT, ωB97M-V/def2-TZVPD

gap between HOMO and LUMO = 6.6 eV
E_HOMO = -4.95 eV
charge = -1
electronic energy = -4122.8127 hartree

Geometry (Å):
Ca1 1.0150 1.1048 0.0289
O1 3.1846 -2.4766 -5.6886
C1 3.5304 -2.8150 -4.5378
O2 4.1225 -3.8285 -4.1291
C2 3.2805 -1.7330 -3.4660
C3 2.7778 -0.4902 -3.8220
C4 2.2931 0.3588 -2.8426
N1 2.3952 0.0563 -1.5396
C5 2.9626 -1.1050 -1.1813
C6 3.3899 -2.0303 -2.1192
C7 3.0337 -1.3786 0.2958
C8 3.4104 -2.6179 0.7959
C9 3.4787 -2.7927 2.1666
C10 3.1995 -1.7246 2.9998
C11 2.8237 -0.5260 2.4219
N2 2.7194 -0.3545 1.1029
C12 1.5221 1.5997 -3.1912
C13 1.0030 1.7662 -4.4716
C14 0.2605 2.8975 -4.7532
C15 0.0665 3.8393 -3.7570
C16 0.6114 3.5905 -2.5100
N3 1.3093 2.4939 -2.2131
H1 2.7283 -0.2587 -4.8761
H2 3.7831 -3.0026 -1.8590
H3 3.6319 -3.4372 0.1281
H4 3.7531 -3.7565 2.5767
H5 3.2419 -1.8170 4.0762
H6 2.5697 0.3346 3.0262
H7 1.1589 1.0098 -5.2267
H8 -0.1584 3.0407 -5.7415
H9 -0.5030 4.7425 -3.9296
H10 0.4881 4.3073 -1.7066
I1 4.4731 4.7595 1.5806
C17 2.4210 5.0144 1.3762
C18 1.8595 6.2767 1.6164
C19 0.5117 6.4806 1.5172
I2 -0.2308 8.3924 1.9076
C20 -0.3490 5.4089 1.1659
C21 -1.7574 5.5025 1.0761
C22 -2.4981 4.4102 0.7365
C23 -1.8386 3.2009 0.4550
N4 -0.5394 3.0734 0.5095
C24 0.2236 4.1443 0.8892
C25 1.6640 3.8985 1.0035
O3 2.1540 2.7410 0.7937
H11 2.5095 7.0969 1.8893
H12 -2.2386 6.4464 1.2982
H13 -3.5778 4.4624 0.6830
H14 -2.3982 2.3111 0.1902
S1 -0.2733 0.6934 2.4716
C26 -0.3788 -1.0360 2.5605
N5 -0.5019 -1.7403 3.6364
N6 -0.5136 -1.0526 4.7888
C27 -0.9074 -1.7015 5.9542
C28 -1.2792 -3.0456 5.9538
C29 -1.6848 -3.6462 7.1366
C30 -1.7280 -2.9338 8.3274
C31 -1.3461 -1.5975 8.3218
C32 -0.9331 -0.9834 7.1514
N7 -0.3674 -1.9419 1.4511
N8 -0.1857 -1.4807 0.3168
C33 -0.2849 -2.5250 -0.7013
C34 0.0914 -2.2010 -1.9946
C35 0.0623 -3.1548 -3.0063
C36 -0.3896 -4.4355 -2.7290
C37 -0.7993 -4.7539 -1.4363
C38 -0.7401 -3.8108 -0.4235
H15 -0.5063 -0.0381 4.7275
H16 -1.2525 -3.5938 5.0237
H17 -1.9818 -4.6881 7.1220
H18 -2.0558 -3.4089 9.2426
H19 -1.3689 -1.0241 9.2407
H20 -0.6338 0.0586 7.1510
H21 0.4301 -1.1983 -2.2128
H22 0.4254 -2.9005 -3.9960
H23 -0.4106 -5.1841 -3.5106
H24 -1.1526 -5.7531 -1.2118
H25 -1.0337 -4.0561 0.5874
N9 -1.1103 0.8381 -1.6047
C39 -2.0162 0.4536 -2.1932
C40 -3.1639 -0.0543 -2.9093
C41 -4.2231 0.7982 -3.2040
C42 -5.3107 0.3073 -3.9068
C43 -5.3336 -1.0223 -4.3098
C44 -4.2754 -1.8678 -4.0057
C45 -3.1824 -1.3889 -3.3014
H26 -4.1860 1.8308 -2.8828
H27 -6.1396 0.9620 -4.1403
H28 -6.1826 -1.4010 -4.8644
H29 -4.2973 -2.9039 -4.3159
H30 -2.3502 -2.0352 -3.0501

Results of the Mulliken charge analysis, in e, for atoms 1 through 8:
1 Ca 2.28
2 O -0.77
3 C 0.49
4 O -0.75
5 C -0.67
6 C -0.74
7 C 0.63
8 N -0.47

---

(3)
Molecular formula: C3H8N4S
Method: DFT, ωB97M-V/def2-TZVPD

SMILES = [H]/N=C(/N)[C@@H](S)/C=N\N
gap between HOMO and LUMO = 9.8 eV
E_HOMO = -9.16 eV
charge = 0
electronic energy = -736.2805 hartree

Geometry (Å):
H1 2.8176 0.5247 0.5963
N1 2.5120 -0.2976 0.0466
C1 1.2361 -0.4284 0.0631
N2 0.6431 -1.5147 -0.4954
C2 0.3087 0.6213 0.7086
S1 0.0997 2.0834 -0.3825
C3 -1.0362 0.1090 1.1911
N3 -2.0719 -0.2643 0.5381
N4 -2.0171 -0.3040 -0.8451
H2 1.3180 -2.1474 -1.0394
H3 -0.3113 -1.4796 -0.8231
H4 0.8337 0.9689 1.6034
H5 1.3181 1.9947 -0.9406
H6 -1.1759 0.0457 2.2656
H7 -1.5267 0.4648 -1.2693
H8 -2.9479 -0.3767 -1.2176

Results of the Mulliken charge analysis, in e, for atoms 1 through 8:
1 H 0.24
2 N -0.82
3 C 0.41
4 N -0.40
5 C -0.04
6 S -0.27
7 C -0.31
8 N -0.41

---

(4)
Molecular formula: C3H4CoO3
Method: DFT, ωB97M-V/def2-TZVPD

gap between HOMO and LUMO (spin up / spin down) = 5.0 / 5.7 eV
E_HOMO (spin up / spin down) = -17.42 / -21.10 eV
<S²> = 8.7562
spin multiplicity = 6
charge = +2
electronic energy = -1724.1985 hartree

Geometry (Å):
O1 1.9149 0.5133 -0.3493
C1 1.0343 -0.2760 -0.2680
C2 1.0429 -1.7292 0.0278
H1 0.5421 -2.2537 -0.7897
H2 0.6163 -1.9315 1.0189
H3 2.1225 -1.9995 0.0443
Co1 -0.9658 2.3276 0.3931
O2 -0.2669 0.3013 -0.0279
C3 -1.4101 -0.3676 -0.2011
O3 -2.2993 0.5810 -0.0330
H4 -3.2104 0.2533 -0.0487

Results of the Mulliken charge analysis, in e, for atoms 1 through 8:
1 O -0.30
2 C 0.63
3 C -1.09
4 H 0.44
5 H 0.43
6 H 0.30
7 Co 0.77
8 O -0.11

---

(5)
Molecular formula: C5H14N2
Method: DFT, ωB97M-V/def2-TZVPD

SMILES = CNCCN(C)C
gap between HOMO and LUMO = 8.6 eV
E_HOMO = -7.52 eV
charge = 0
electronic energy = -308.3305 hartree

Geometry (Å):
C1 -0.2730 -2.4807 0.0432
N1 -1.3378 -1.4712 0.2412
C2 -1.4050 -0.2363 -0.5251
C3 -0.9467 1.0023 0.3423
N2 0.4429 1.2259 0.1866
C4 1.1157 1.5132 -1.0903
C5 1.4751 0.9623 1.2214
H1 0.6634 -2.0226 -0.2793
H2 -0.0173 -2.8251 1.0453
H3 -0.6350 -3.2620 -0.6271
H4 -2.1259 -2.0505 -0.0179
H5 -0.7245 -0.2723 -1.3848
H6 -2.3850 -0.0618 -0.9703
H7 -1.1421 0.7937 1.3956
H8 -1.6220 1.8614 0.1162
H9 1.9372 0.7914 -1.1268
H10 1.4771 2.5302 -1.2360
H11 0.5441 1.2373 -2.0004
H12 2.3467 1.5988 1.3390
H13 0.9362 1.2688 2.1396
H14 1.6760 -0.1029 1.1876

Results of the Mulliken charge analysis, in e, for atoms 1 through 8:
1 C -0.86
2 N -0.45
3 C -0.37
4 C -0.79
5 N 0.08
6 C -1.08
7 C -0.99
8 H 0.24

---

(6)
Molecular formula: C5H8O2
Method: DFT, ωB97M-V/def2-TZVPD

gap between HOMO and LUMO = 10.7 eV
E_HOMO = -9.82 eV
charge = 0
electronic energy = -345.7662 hartree

Geometry (Å):
C1 -1.5027 -0.7389 -0.0638
C2 -0.4813 0.3971 -0.0914
O1 -1.1146 1.6084 -0.3797
C3 0.5942 0.3053 1.0650
C4 1.5067 -0.5421 0.1354
C5 0.7388 0.1657 -0.9640
O2 1.0692 0.8036 -1.9350
H1 -2.3506 -0.4446 0.5634
H2 -1.8746 -0.9403 -1.0755
H3 -1.0866 -1.6676 0.3414
H4 -0.6518 1.9518 -1.1674
H5 1.0128 1.3026 1.2455
H6 0.2743 -0.1691 1.9956
H7 2.5919 -0.4240 0.1432
H8 1.2445 -1.6037 0.1879

Results of the Mulliken charge analysis, in e, for atoms 1 through 8:
1 C -1.39
2 C 1.08
3 O -0.60
4 C -0.81
5 C -0.58
6 C 0.36
7 O -0.60
8 H 0.38

---

(7)
Molecular formula: C25H30N4O2
Method: DFT, ωB97M-V/def2-TZVPD

SMILES = CC(C)CCNC(=O)C[C@H]1C(=O)N(Cc2ccccc2)[C@@H](C)c2nc3ccccc3n21
gap between HOMO and LUMO = 9.0 eV
E_HOMO = -8.40 eV
charge = 0
electronic energy = -1340.2333 hartree

Geometry (Å):
C1 2.4302 3.0156 -4.7118
C2 2.6554 1.9418 -5.7748
C3 4.1429 1.6126 -5.8876
C4 1.8109 0.6799 -5.5396
C5 1.9868 -0.0042 -4.1786
N1 1.1286 0.5473 -3.1530
C6 0.0161 -0.0873 -2.7267
O1 -0.3221 -1.1866 -3.1064
C7 -0.7689 0.6947 -1.6784
C8 -0.0933 0.6077 -0.2930
C9 -0.8759 1.5146 0.6635
O2 -0.6568 2.7129 0.6590
N2 -1.8070 0.9367 1.4420
C10 -2.5442 1.7697 2.3825
C11 -2.1497 1.4581 3.8019
C12 -3.0705 0.9572 4.7114
C13 -2.6830 0.6557 6.0060
C14 -1.3694 0.8440 6.3982
C15 -0.4440 1.3397 5.4942
C16 -0.8324 1.6461 4.2034
C17 -2.1037 -0.4867 1.4978
C18 -3.3578 -0.8486 0.6892
C19 -0.9387 -1.2880 1.0356
N3 -0.6770 -2.5182 1.3630
C20 0.4928 -2.8246 0.7107
C21 1.2342 -3.9997 0.7007
C22 2.3981 -4.0152 -0.0382
C23 2.8315 -2.8940 -0.7478
C24 2.1118 -1.7163 -0.7515
C25 0.9335 -1.6988 -0.0253
N4 -0.0155 -0.7304 0.2027
H1 1.3686 3.2168 -4.5832
H2 2.9140 3.9430 -5.0114
H3 2.8601 2.7152 -3.7584
H4 2.3325 2.3533 -6.7385
H5 4.7056 2.5054 -6.1505
H6 4.5362 1.2338 -4.9473
H7 4.3122 0.8629 -6.6567
H8 0.7531 0.9256 -5.6580
H9 2.0646 -0.0421 -6.3178
H10 1.7043 -1.0563 -4.2608
H11 3.0266 0.0540 -3.8474
H12 1.2972 1.4970 -2.8625
H13 -1.7697 0.2653 -1.6251
H14 -0.8463 1.7475 -1.9557
H15 0.9218 1.0198 -0.3684
H16 -2.2965 2.8063 2.1374
H17 -3.6168 1.6143 2.2378
H18 -4.0973 0.8066 4.4083
H19 -3.4079 0.2696 6.7072
H20 -1.0665 0.6057 7.4069
H21 0.5815 1.4896 5.7975
H22 -0.1161 2.0391 3.4965
H23 -2.2887 -0.7440 2.5488
H24 -3.2190 -0.6345 -0.3672
H25 -4.2204 -0.2934 1.0486
H26 -3.5488 -1.9117 0.8031
H27 0.8999 -4.8606 1.2564
H28 2.9963 -4.9138 -0.0694
H29 3.7538 -2.9507 -1.3070
H30 2.4547 -0.8522 -1.2992

Results of the Mulliken charge analysis, in e, for atoms 1 through 8:
1 C -1.59
2 C 0.77
3 C -1.50
4 C -0.97
5 C -0.91
6 N 0.35
7 C 0.09
8 O -0.68

---

(8)
Molecular formula: C3H3O2S
Method: DFT, ωB97M-V/def2-TZVPD

gap between HOMO and LUMO = 7.6 eV
E_HOMO = -3.74 eV
charge = -1
electronic energy = -664.7137 hartree

Geometry (Å):
C1 -1.5057 0.1217 -0.5125
C2 -2.7904 0.1672 -0.8207
C3 -0.1454 -0.0158 -0.0186
O1 -4.6772 1.0641 0.7756
O2 -4.6351 -1.3734 0.2348
S1 -4.6261 0.0488 -0.2825
H1 0.3909 0.9161 -0.0301
H2 -0.1839 -0.4529 1.0543
H3 0.5475 -0.8277 -0.5633

Results of the Mulliken charge analysis, in e, for atoms 1 through 8:
1 C 0.36
2 C -0.48
3 C -0.78
4 O -0.57
5 O -0.60
6 S 0.43
7 H 0.24
8 H 0.20

---

(9)
Molecular formula: CH3FNO2S
Method: DFT, ωB97M-V/def2-TZVPD

gap between HOMO and LUMO = 7.6 eV
E_HOMO = -3.67 eV
charge = -1
electronic energy = -743.1101 hartree

Geometry (Å):
C1 -0.0606 -1.8823 0.5029
N1 0.3916 1.3429 0.1426
O1 -1.4479 0.4378 -1.3038
O2 0.8381 0.1684 -2.0579
F1 0.6365 -1.3576 1.6119
S1 -0.0984 0.1045 -0.8878
H1 -1.0750 -1.7103 0.5220
H2 -0.3579 1.8752 0.7391
H3 1.1735 1.0214 0.7312

Results of the Mulliken charge analysis, in e, for atoms 1 through 8:
1 C -0.32
2 N -0.57
3 O -0.64
4 O -0.67
5 F -0.22
6 S 0.76
7 H 0.16
8 H 0.25

---

(10)
Molecular formula: H4NO2PS
Method: DFT, ωB97M-V/def2-TZVPD

gap between HOMO and LUMO = 10.0 eV
E_HOMO = -9.68 eV
charge = 0
electronic energy = -947.2018 hartree

Geometry (Å):
N1 0.3936 1.4400 -1.0911
O1 -1.5044 -1.2163 0.4280
O2 0.5309 0.9222 1.3953
P1 0.9299 0.4500 -0.0788
S1 2.0596 -1.1386 -0.1643
H1 0.8028 1.3444 -2.0268
H2 -2.1794 -1.5669 -0.2004
H3 -0.1655 1.6407 1.3976
H4 -0.8674 -1.8756 0.3405

Results of the Mulliken charge analysis, in e, for atoms 1 through 8:
1 N -0.65
2 O -0.62
3 O -0.49
4 P 0.80
5 S -0.34
6 H 0.29
7 H 0.32
8 H 0.38

---

Among the records above, which one has the highest electronic energy? C5H14N2